{
  "formula": "C4H10IN2OPS",
  "method": "ωB97M-V/def2-TZVPD",
  "e_above_lowest_kcal_mol": 0.0,
  "gap_ev": 9.23,
  "smiles": "C/C(=C\\I)CSP(N)(N)=O",
  "e_homo_ev": -8.768,
  "species": ["C", "C", "C", "I", "C", "S", "P", "N", "N", "O", "H", "H", "H", "H", "H", "H", "H", "H", "H", "H"],
  "positions_angstrom": [[-0.72308, 1.62584, 1.01817], [-1.20615, 1.27130, -0.37544], [-1.51089, 2.17972, -1.30659], [-1.34914, 4.26468, -1.11575], [-1.35734, -0.16885, -0.67173], [0.23535, -0.80484, -1.36156], [0.93496, -1.67950, 0.41609], [1.90832, -2.92759, -0.26121], [2.08417, -0.75678, 1.04254], [-0.11981, -1.92994, 1.44251], [0.36333, 1.69340, 1.03579], [-1.23159, 2.52283, 1.34663], [-1.20493, 0.94944, 1.83053], [-2.01759, 2.04446, -2.35407], [-1.43362, -0.74278, 0.24378], [-2.05624, -0.21257, -1.53367], [1.68739, -3.86660, -0.10953], [2.24249, -2.85364, -1.27796], [3.01344, -0.72096, 0.73843], [1.74091, 0.11238, 1.25303]],
  "forces_ev_per_angstrom": [[-1.8, -0.9, 0.9], [-0.2, 1.1, 0.4], [-1.3, 0.3, -1.7], [0.1, -0.2, 0.3], [0.6, 0.5, -1.6], [-0.3, -0.1, 0.2], [-0.1, -2.2, -0.8], [0.6, 1.8, -1.7], [0.7, -0.8, 0.6], [0.7, -0.2, -1.4], [-0.1, 0.1, 0.5], [0.6, 0.9, -0.3], [1.5, 0.2, -1.6], [1.3, -0.5, 2.3], [-1.1, -0.3, -0.2], [0.0, -0.9, 1.0], [-0.7, -1.5, 0.6], [-1.0, 0.3, 2.2], [1.3, -0.3, -0.7], [-0.7, 2.6, 1.0]]
}

=====

{
  "formula": "C4H10N",
  "method": "ωB97M-V/def2-TZVPD",
  "total_charge": 1,
  "e_above_lowest_kcal_mol": 163.0,
  "gap_ev": 6.11,
  "e_homo_ev": -13.497,
  "species": ["C", "C", "C", "C", "N", "H", "H", "H", "H", "H", "H", "H", "H", "H", "H"],
  "positions_angstrom": [[1.68514, -1.23916, 1.42172], [1.09835, 0.05097, 0.42224], [-0.32986, -0.07166, 0.38772], [-2.18762, 1.23055, -1.79042], [-0.90622, 1.28288, -1.95706], [1.15299, -1.02022, 2.35875], [1.26245, -2.11207, 0.93805], [2.77569, -1.21852, 1.43047], [1.51428, 0.94991, 0.83788], [1.57820, -0.09681, -0.53852], [-0.73063, -1.03146, 0.05104], [-0.83412, 0.34944, 1.26635], [-2.70389, 1.70373, -0.92550], [-2.82580, 0.71085, -2.54018], [-0.54896, 0.51158, -1.36254]],
  "forces_ev_per_angstrom": [[-2.2, 1.4, -0.9], [1.3, -0.6, -0.1], [1.4, -0.7, 2.1], [0.0, 0.6, -0.5], [-1.7, -2.1, 0.7], [0.8, -0.5, 0.0], [0.4, -0.4, 0.3], [-0.3, 0.3, 0.0], [-0.3, 0.5, 0.3], [0.1, -0.4, -0.3], [-0.3, 0.5, -0.7], [-0.5, 0.4, -0.8], [0.1, -0.8, -0.1], [0.1, 1.2, -0.2], [1.2, 0.7, 0.3]]
}

=====

{
  "formula": "C4H10N",
  "method": "ωB97M-V/def2-TZVPD",
  "total_charge": 1,
  "e_above_lowest_kcal_mol": 65.9,
  "gap_ev": 7.92,
  "e_homo_ev": -13.480,
  "species": ["C", "C", "H", "H", "H", "H", "C", "C", "N", "H", "H", "H", "H", "H", "H"],
  "positions_angstrom": [[1.12555, -0.80362, 2.18122], [1.82613, 0.32415, 2.03307], [0.12980, -0.91647, 1.77427], [1.53657, -1.46774, 2.93245], [1.69412, 1.00898, 1.19476], [2.50943, 0.68357, 2.79113], [-1.84252, 0.68079, -1.86438], [-0.17426, -0.67866, -0.77643], [-0.48568, 0.33908, -1.48086], [-1.90311, 1.07321, -2.88085], [-2.31790, 1.30489, -1.11943], [-2.41928, -0.22773, -2.07135], [-0.74871, -1.60044, -0.77937], [0.80715, -0.73565, -0.31390], [0.26272, 1.01563, -1.62033]],
  "forces_ev_per_angstrom": [[0.9, 1.1, 0.9], [-0.6, 0.1, -0.4], [0.2, -0.7, -0.5], [-0.9, -0.2, 0.2], [-0.5, 0.2, 0.3], [0.7, -0.5, -0.3], [-1.0, -0.9, -1.9], [1.0, -0.6, -1.0], [0.2, -0.2, 1.0], [0.6, 0.8, 0.3], [0.1, 0.2, 0.0], [0.1, -0.2, 0.9], [-0.7, 0.5, 0.5], [0.1, 0.1, -0.2], [-0.3, 0.3, 0.2]]
}

=====

{
  "formula": "C4H10N",
  "method": "ωB97M-V/def2-TZVPD",
  "total_charge": 1,
  "e_above_lowest_kcal_mol": 38.4,
  "gap_ev": 11.30,
  "smiles": "CC/C=[NH+]/C",
  "e_homo_ev": -16.297,
  "species": ["C", "C", "C", "N", "C", "H", "H", "H", "H", "H", "H", "H", "H", "H", "H"],
  "positions_angstrom": [[-2.42200, -0.28042, 0.21991], [-1.12706, 0.13144, -0.66427], [0.07081, 0.29784, 0.24839], [1.29196, 0.14927, -0.26953], [2.60966, 0.06381, 0.37789], [-2.01974, -1.16734, 0.82785], [-3.06657, -0.66212, -0.49891], [-2.69770, 0.59466, 0.80684], [-1.44760, 1.00538, -1.22854], [-0.96903, -0.60490, -1.51171], [0.03078, 0.29490, 1.41031], [1.09346, 0.14585, -1.30331], [2.37297, 0.17070, 1.41480], [2.92892, -1.01321, 0.11213], [3.35115, 0.87413, 0.05814]],
  "forces_ev_per_angstrom": [[4.5, -0.8, 0.5], [-1.4, -0.5, 0.6], [2.6, -1.3, 0.4], [-4.1, 1.4, -1.1], [0.4, -1.0, -1.3], [-1.2, 1.4, -0.4], [-1.9, -0.3, -0.8], [-0.5, -0.4, 0.0], [0.5, 0.7, 0.3], [0.3, 0.4, 1.3], [-0.3, 0.3, -2.1], [1.7, -0.3, 1.0], [0.3, -0.1, 0.8], [0.1, 1.9, 0.7], [-1.3, -1.3, 0.1]]
}